Entry 1:
Entry from the Open Molecules 2025 dataset: a structure of composition C22H15F6N6NbO4S9 in a non-equilibrium geometry (wB97M-V/def2-TZVPD).

```
! RIJCOSX wB97M-V def2-TZVPD def2/J DEFGRID3
* xyz 2 1
Nb 1.205 0.706 -0.310
N -1.526 3.622 1.741
C -0.253 4.115 2.049
C 0.073 5.406 2.450
C 1.441 5.648 2.554
C 2.405 4.773 1.929
C 2.017 3.506 1.501
C 0.658 3.162 1.556
N -0.076 2.095 1.024
C -1.379 2.367 1.199
C -2.465 1.408 1.086
C -3.469 1.261 2.006
S -4.653 0.149 1.339
C -3.577 -0.121 -0.010
N -2.539 0.624 -0.083
H -2.380 4.192 1.723
H -0.775 6.087 2.716
H 1.774 6.486 3.121
H 3.376 5.143 1.809
H 2.732 2.824 1.162
H -3.564 1.735 2.984
H -3.895 -0.800 -0.745
S 2.059 5.201 -6.211
C 2.013 4.122 -4.999
S 0.579 3.256 -4.630
C 1.143 2.481 -3.156
C 2.444 2.735 -2.723
S 3.155 2.063 -1.318
S 3.283 3.779 -3.837
S 0.001 1.461 -2.183
F 2.841 -1.999 4.684
C 3.433 -1.282 3.630
F 3.862 -2.128 2.688
F 4.522 -0.647 4.105
S 2.072 -0.019 3.093
O 2.459 0.395 1.661
O 2.085 1.106 4.014
N 0.686 -0.818 3.225
S -0.146 -1.378 2.069
O -1.518 -1.522 2.397
O 0.061 -0.723 0.758
C 0.497 -3.193 1.999
F -0.552 -3.943 1.582
F 0.879 -3.589 3.171
F 1.390 -3.301 0.973
N 1.429 -3.735 -2.433
C 0.939 -2.558 -2.004
S 2.077 -1.353 -1.457
N -0.357 -2.321 -2.039
C -1.376 -3.265 -2.430
C -1.307 -4.200 -3.423
C -2.454 -4.993 -3.641
C -3.576 -4.796 -2.891
C -3.548 -4.043 -1.729
C -2.517 -3.148 -1.605
H 2.425 -3.989 -2.410
H 0.788 -4.526 -2.601
H -0.686 -1.402 -1.845
H -0.401 -4.325 -4.063
H -2.537 -5.674 -4.472
H -4.489 -5.415 -3.074
H -4.277 -4.234 -0.920
H -2.508 -2.470 -0.756
*
```

Results
energy above the lowest of the compared OMol25 structures with the same formula, charge and spin = 28.4 kcal per mole
HOMO-LUMO gap (spin up / spin down) = 4.54 / 4.19 eV

---

Entry 2:
Entry from the Open Molecules 2025 dataset: a structure of composition C22H16AlN7O4S (wB97M-V/def2-TZVPD).

```
! RIJCOSX wB97M-V def2-TZVPD def2/J DEFGRID3
* xyz 2 1
Al -0.296 -0.005 0.161
N -5.149 -0.216 -6.135
C -4.591 -0.557 -4.948
C -4.388 0.415 -3.944
C -3.832 0.064 -2.740
C -3.445 -1.260 -2.513
C -3.634 -2.232 -3.495
C -4.198 -1.883 -4.697
S -2.812 -1.731 -0.990
O -2.690 -3.147 -0.922
O -3.407 -0.983 0.088
N -1.230 -1.110 -0.911
C -0.156 -1.361 -1.748
N -0.123 -2.067 -2.855
C 1.073 -2.134 -3.449
C 2.224 -1.509 -2.966
C 2.110 -0.787 -1.808
N 0.923 -0.704 -1.189
H -5.514 0.706 -6.291
H -5.372 -0.917 -6.817
H -4.703 1.437 -4.119
H -3.728 0.810 -1.960
H -3.336 -3.256 -3.303
H -4.357 -2.640 -5.456
H 1.116 -2.721 -4.360
H 3.169 -1.601 -3.480
H 2.948 -0.284 -1.349
O -0.949 4.633 5.838
N -1.282 3.511 5.556
O -1.812 2.719 6.307
C -0.897 3.011 4.199
C -0.329 3.921 3.388
C 0.061 3.577 2.055
C 0.659 4.466 1.140
C 0.993 4.028 -0.120
C 0.731 2.710 -0.477
N 0.167 1.853 0.373
C -0.161 2.284 1.626
C -0.746 1.314 2.505
N -0.894 0.068 1.965
C -1.448 -0.904 2.685
C -1.856 -0.668 3.993
C -1.703 0.576 4.552
C -1.134 1.638 3.795
H -0.181 4.927 3.759
H 0.853 5.491 1.435
H 1.454 4.688 -0.840
H 0.972 2.337 -1.460
H -1.578 -1.866 2.208
H -2.298 -1.478 4.559
H -2.023 0.755 5.564
*
```

Results
energy above the lowest of the compared OMol25 structures with the same formula, charge and spin = 22.7 kcal per mole
HOMO-LUMO gap = 5.01 eV

---

Entry 3:
Entry from the Open Molecules 2025 dataset: a structure of composition C22H16BaF9N2STe (wB97M-V/def2-TZVPD).

```
! RIJCOSX wB97M-V def2-TZVPD def2/J DEFGRID3
* xyz -1 1
Ba 0.258 -0.413 0.654
C 3.944 0.191 -0.245
N 2.738 0.985 -0.475
C 2.609 1.223 -1.912
C 2.839 2.259 0.250
C 1.493 2.909 0.512
N 0.735 2.096 1.449
C -0.088 2.642 2.347
C -0.728 1.785 3.285
F -0.477 0.434 3.190
C -1.558 2.204 4.290
F -2.075 1.282 5.125
C -1.875 3.539 4.466
C -1.306 4.406 3.551
F -1.591 5.722 3.637
C -0.466 3.999 2.539
F -0.025 4.958 1.685
H 4.848 0.754 -0.525
H 3.906 -0.720 -0.841
H 4.018 -0.087 0.807
H 3.517 1.702 -2.313
H 1.760 1.871 -2.120
H 2.454 0.277 -2.431
H 3.496 2.949 -0.305
H 3.303 2.062 1.218
H 0.948 3.010 -0.439
H 1.677 3.927 0.858
H -2.535 3.879 5.247
F -2.584 0.822 -5.976
C -2.602 0.644 -4.648
C -1.428 0.610 -3.923
F -0.250 0.760 -4.544
C -1.480 0.424 -2.557
F -0.276 0.405 -1.917
C -2.654 0.263 -1.818
S -2.705 0.050 -0.094
C -3.815 0.306 -2.602
F -5.012 0.166 -2.022
C -3.798 0.488 -3.971
F -4.945 0.518 -4.662
Te 2.476 -3.071 0.261
C 0.942 -4.534 0.385
C 0.334 -4.867 1.596
C -0.678 -5.818 1.653
C -1.103 -6.461 0.500
C -0.504 -6.143 -0.712
C 0.503 -5.191 -0.769
H 0.662 -4.380 2.506
H -1.138 -6.056 2.605
H -1.894 -7.200 0.545
H -0.827 -6.635 -1.622
H 0.958 -4.946 -1.721
*
```

Results
energy above the lowest of the compared OMol25 structures with the same formula, charge and spin = 13.6 kcal per mole
HOMO-LUMO gap = 6.86 eV

---

Entry 4:
Entry from the Open Molecules 2025 dataset: a structure of composition C22H16Br2MoN6O10P2S4 (wB97M-V/def2-TZVPD).

```
! RIJCOSX wB97M-V def2-TZVPD def2/J DEFGRID3
* xyz 0 3
Mo 0.707 -0.599 0.894
O -2.856 -1.384 3.057
P -1.361 -1.009 3.449
O -0.974 -1.399 4.824
O -0.490 -1.593 2.328
O -1.339 0.586 3.281
P 0.069 1.411 3.503
O 0.535 0.930 4.936
O -0.131 2.851 3.400
O 1.010 0.718 2.471
H -3.450 -1.314 3.812
H 0.140 0.071 5.185
N 1.883 -2.389 3.760
C 2.790 -1.669 3.090
N 2.587 -1.115 1.913
C 3.713 -0.444 1.458
C 4.773 -0.480 2.281
S 4.386 -1.394 3.695
C 3.584 0.120 0.119
C 4.537 0.625 -0.679
S 3.898 0.900 -2.260
C 2.363 0.296 -1.749
N 2.324 -0.018 -0.470
N 1.343 0.128 -2.613
H 0.922 -2.352 3.434
H 2.024 -2.570 4.738
H 5.749 -0.045 2.147
H 5.573 0.811 -0.453
H 1.346 0.663 -3.472
H 0.407 0.072 -2.220
Br 1.902 -5.391 -0.242
C 0.328 -4.473 -0.707
C -0.717 -5.148 -1.368
C -1.879 -4.503 -1.675
Br -3.263 -5.461 -2.541
C -2.072 -3.144 -1.323
C -3.267 -2.406 -1.480
C -3.341 -1.148 -0.965
C -2.224 -0.575 -0.341
N -1.065 -1.194 -0.249
C -1.000 -2.490 -0.701
C 0.217 -3.142 -0.400
O 1.136 -2.416 0.209
H -0.596 -6.192 -1.620
H -4.114 -2.852 -1.984
H -4.246 -0.561 -1.043
H -2.288 0.411 0.096
O -3.228 1.591 -3.683
S -1.836 1.830 -3.460
O -0.889 1.453 -4.477
N -1.356 1.124 -2.039
C -0.861 2.000 -1.222
S -0.121 1.715 0.292
C -0.967 3.425 -1.670
C -0.589 4.580 -1.006
C -0.791 5.793 -1.653
C -1.350 5.844 -2.927
C -1.727 4.682 -3.592
C -1.524 3.488 -2.933
H -0.160 4.529 -0.012
H -0.512 6.713 -1.157
H -1.497 6.802 -3.409
H -2.166 4.713 -4.580
*
```

Results
expectation value of S² = 2.0177
HOMO-LUMO gap (spin up / spin down) = 7.54 / 7.20 eV

---

Entry 5:
Entry from the Open Molecules 2025 dataset: a structure of composition C22H16Cl2F12N2O8PbS2 in a non-equilibrium geometry (wB97M-V/def2-TZVPD).

```
! RIJCOSX wB97M-V def2-TZVPD def2/J DEFGRID3
* xyz 0 1
Pb -0.338 1.104 -0.338
F -6.707 4.766 -2.499
C -5.528 4.096 -2.556
C -4.741 4.031 -1.402
F -5.182 4.644 -0.302
C -3.484 3.407 -1.455
F -2.721 3.369 -0.356
C -3.017 2.853 -2.646
S -1.475 2.249 -2.793
C -3.887 2.937 -3.792
F -3.457 2.429 -5.000
C -5.091 3.529 -3.756
F -5.842 3.735 -4.860
F -0.051 0.969 3.922
C 1.320 0.974 3.508
C 1.579 -0.416 2.876
N 2.423 -1.289 3.619
C 3.083 -2.171 2.662
C 3.088 -1.316 1.435
O 3.822 -1.440 0.506
O 2.160 -0.313 1.567
C 2.761 -1.153 4.929
O 3.318 -2.017 5.580
N 2.381 0.069 5.537
C 2.117 1.251 4.821
O 2.364 2.334 5.214
H 0.584 -0.945 2.814
H 2.422 -3.076 2.588
H 4.142 -2.437 3.022
H 2.825 0.229 6.437
Cl 2.127 3.657 -0.022
C 2.762 3.699 1.641
Cl 1.945 4.954 2.599
C 2.707 2.417 2.401
O 3.695 1.773 2.720
O 1.412 2.019 2.560
H 3.860 3.941 1.663
C -3.406 -1.619 1.650
C -2.523 -1.355 0.438
O -1.706 -0.262 0.719
C -3.554 -0.894 -0.691
F -4.258 0.134 -0.238
F -4.424 -1.884 -1.066
F -2.908 -0.442 -1.825
C -1.577 -2.579 0.135
F -2.148 -3.807 0.071
F -0.860 -2.472 -1.034
F -0.589 -2.614 1.076
H -3.902 -0.649 1.967
H -2.744 -1.923 2.459
H -4.176 -2.342 1.446
O 0.863 -0.518 -1.842
S 1.437 -0.815 -3.206
C 0.902 -2.505 -3.781
C 2.137 -3.318 -4.282
C 3.326 -2.864 -3.338
C 3.123 -1.342 -2.946
H 0.065 -2.344 -4.473
H 0.456 -2.932 -2.880
H 2.407 -3.052 -5.365
H 1.945 -4.418 -4.231
H 4.289 -2.869 -3.817
H 3.338 -3.502 -2.376
H 3.801 -0.638 -3.523
H 3.310 -1.036 -1.890
*
```

Results
energy above the lowest of the compared OMol25 structures with the same formula, charge and spin = 0.0 kcal per mole
HOMO-LUMO gap = 7.00 eV

---

Entry 6:
Entry from the Open Molecules 2025 dataset: a structure of composition C22H16Co2O9 in a non-equilibrium geometry (wB97M-V/def2-TZVPD).

```
! RIJCOSX wB97M-V def2-TZVPD def2/J DEFGRID3
* xyz -2 1
C -1.738 0.299 -3.074
C -0.994 1.280 -2.215
C 0.477 1.184 -2.074
C 1.162 2.466 -1.773
C 2.551 2.532 -2.388
C 3.310 1.267 -2.106
O 2.585 0.109 -2.641
C 1.231 0.061 -2.680
O 0.708 -0.951 -3.162
O -1.611 2.200 -1.652
H -1.069 -0.519 -3.385
H -2.597 -0.099 -2.511
H -2.117 0.870 -3.945
H 0.517 3.247 -2.198
H 1.217 2.673 -0.690
H 2.406 2.681 -3.464
H 3.103 3.382 -1.983
H 4.280 1.252 -2.620
H 3.470 1.109 -1.026
O -1.379 2.088 6.250
C -1.251 1.686 5.171
Co -0.973 1.039 3.538
C 0.615 1.819 3.359
O 1.647 2.316 3.184
C -0.406 -0.585 3.935
O 0.011 -1.632 4.202
C -1.463 1.301 1.563
C -1.044 0.293 0.712
C 0.099 0.015 -0.007
C 0.515 -1.379 -0.152
C 1.895 -1.649 -0.291
C 2.360 -2.947 -0.412
C 1.455 -4.013 -0.278
C 0.092 -3.774 -0.045
C -0.388 -2.457 -0.022
Co -2.539 -0.123 1.688
C -3.331 0.370 3.232
O -4.176 0.514 4.023
C -2.498 -1.761 2.394
O -2.589 -2.782 2.938
C -3.868 -0.259 0.488
O -4.745 -0.403 -0.253
H -1.619 2.323 1.202
H 0.939 0.744 0.103
H 2.580 -0.804 -0.269
H 3.426 -3.114 -0.577
H 1.827 -5.038 -0.301
H -0.617 -4.589 0.130
H -1.464 -2.239 0.083
*
```

Results
energy above the lowest of the compared OMol25 structures with the same formula, charge and spin = 0.4 kcal per mole
HOMO-LUMO gap = 5.20 eV

---

Entry 7:
Entry from the Open Molecules 2025 dataset: an isolated molecule of C22H16F2IN5O in a non-equilibrium geometry (wB97M-V/def2-TZVPD).

```
! RIJCOSX wB97M-V def2-TZVPD def2/J DEFGRID3
* xyz 0 1
C -1.065 -1.355 -6.140
C -0.970 0.008 -5.407
C -0.144 1.033 -6.184
C -2.320 0.627 -5.059
O -3.183 1.056 -5.818
N -2.520 0.671 -3.705
C -1.377 0.249 -3.092
N -1.216 0.243 -1.787
C -0.063 -0.222 -1.327
N 0.052 -0.362 0.083
N -0.968 -0.083 0.979
C -0.634 -0.439 2.175
C -1.485 -0.376 3.375
C -0.855 0.528 4.429
C -0.366 1.780 4.071
C 0.196 2.626 5.064
C 0.250 2.224 6.389
C -0.245 0.983 6.747
C -0.721 0.126 5.771
F -1.074 -1.101 6.152
C 0.795 -0.874 2.131
C 1.664 -1.262 3.134
C 2.969 -1.632 2.799
F 3.901 -1.911 3.749
C 3.351 -1.570 1.457
C 2.492 -1.148 0.421
C 1.169 -0.834 0.772
N 0.919 -0.643 -2.157
C 0.754 -0.633 -3.450
I 2.584 -1.310 -4.615
C -0.407 -0.139 -3.992
H -0.111 -1.838 -6.298
H -1.681 -2.029 -5.513
H -1.585 -1.249 -7.120
H -0.476 1.112 -7.180
H 0.900 0.695 -6.220
H -0.259 2.028 -5.740
H -3.218 1.253 -3.286
H -2.457 0.013 3.116
H -1.684 -1.382 3.813
H -0.489 2.170 3.061
H 0.512 3.657 4.791
H 0.663 2.942 7.069
H -0.162 0.645 7.802
H 1.347 -1.313 4.178
H 4.362 -1.860 1.147
H 2.851 -1.103 -0.586
*
```

Results
SMILES string = CC1(C)C(=O)Nc2nc(-n3nc(Cc4ccccc4F)c4cc(F)ccc43)nc(I)c21
energy above the lowest of the compared OMol25 structures with the same formula, charge and spin = 0.0 kcal per mole
HOMO-LUMO gap = 8.28 eV

---

Entry 8:
Entry from the Open Molecules 2025 dataset: an isolated molecule of C22H16N2O3S2 in a non-equilibrium geometry (wB97M-V/def2-TZVPD).

```
! RIJCOSX wB97M-V def2-TZVPD def2/J DEFGRID3
* xyz 0 1
O 5.643 1.606 1.023
C 4.443 1.804 1.140
N 3.996 2.978 0.620
S 2.626 3.475 1.445
O 2.918 3.709 2.844
O 1.941 4.589 0.754
N 1.645 2.071 1.299
C 0.950 1.837 0.025
C -0.559 1.745 0.162
C -1.212 2.594 1.114
C -2.607 2.483 1.358
C -3.313 1.548 0.654
C -2.686 0.731 -0.292
C -1.330 0.838 -0.558
C -0.830 0.030 -1.654
C -0.281 0.648 -2.789
C 0.188 -0.131 -3.839
C 0.122 -1.508 -3.757
C -0.449 -2.149 -2.651
C -0.930 -1.382 -1.603
C 2.281 0.978 1.855
C 3.627 0.816 1.732
S 4.166 -0.695 2.530
C 2.521 -1.092 2.914
C 2.107 -2.223 3.662
C 0.772 -2.340 4.005
C -0.140 -1.366 3.579
C 0.291 -0.222 2.892
C 1.657 -0.116 2.552
H 4.734 3.671 0.539
H 1.323 0.886 -0.347
H 1.149 2.606 -0.743
H -0.637 3.274 1.706
H -3.107 3.106 2.101
H -4.363 1.395 0.896
H -3.263 -0.018 -0.855
H -0.321 1.758 -2.876
H 0.620 0.322 -4.753
H 0.462 -2.140 -4.563
H -0.507 -3.245 -2.662
H -1.352 -1.876 -0.726
H 2.742 -3.004 4.010
H 0.413 -3.189 4.558
H -1.183 -1.519 3.806
H -0.456 0.529 2.707
*
```

Results
SMILES string = O=C1NS(=O)(=O)N(Cc2ccccc2-c2ccccc2)c2c1sc1ccccc21
energy above the lowest of the compared OMol25 structures with the same formula, charge and spin = 0.0 kcal per mole
HOMO-LUMO gap = 8.22 eV

---

Entry 9:
Entry from the Open Molecules 2025 dataset: a cluster of 2 separate species, C22H17BF5N in total in a non-equilibrium geometry (wB97M-V/def2-TZVPD).

```
! RIJCOSX wB97M-V def2-TZVPD def2/J DEFGRID3
* xyz 0 1
F -2.681 3.773 -2.911
C -2.386 2.429 -2.853
C -3.452 1.533 -2.897
C -3.149 0.164 -2.834
C -1.834 -0.252 -2.728
C -0.735 0.663 -2.689
C 0.562 0.089 -2.609
C 1.855 0.675 -2.679
C 2.955 -0.233 -2.787
C 4.265 0.193 -2.903
C 4.563 1.566 -2.907
C 3.495 2.454 -2.796
F 3.783 3.800 -2.802
C 2.166 2.068 -2.672
C -1.051 2.054 -2.762
H -4.477 1.887 -2.970
H -3.949 -0.577 -2.862
H -1.596 -1.315 -2.676
H 0.569 -1.005 -2.582
H 2.717 -1.297 -2.782
H 5.070 -0.539 -2.982
H 5.585 1.927 -2.978
H 1.394 2.820 -2.572
H -0.279 2.810 -2.755
C -0.614 -0.722 5.357
N -0.372 -0.870 3.939
C 0.744 -0.405 3.264
B 1.927 0.367 4.077
F 2.875 0.673 3.095
F 1.323 1.512 4.634
F 2.404 -0.552 5.033
C 0.639 -0.708 1.921
C -0.597 -1.407 1.745
C -1.221 -1.496 3.029
C -2.452 -2.118 3.197
C -3.072 -2.668 2.056
C -2.460 -2.586 0.789
C -1.220 -1.956 0.630
H -1.575 -1.186 5.591
H 0.180 -1.196 5.945
H -0.631 0.335 5.646
H 1.334 -0.494 1.117
H -2.895 -2.163 4.189
H -4.039 -3.168 2.141
H -2.960 -3.019 -0.082
H -0.703 -1.862 -0.326
*
```

Results
energy above the lowest of the compared OMol25 structures with the same formula, charge and spin = 0.0 kcal per mole
HOMO-LUMO gap = 2.53 eV